Entry 1:
159
Properties=species:S:1:pos:R:3 method="wB97M-V/def2-TZVPD" largest_force_ha_per_bohr=0.0591 spin_multiplicity=2 s2=0.75 orbital_gap_ha="0.3111 / 0.3174" e_tot_ha=-4204.33699
C 0.125 2.828 1.333
C 0.131 1.772 0.162
C 1.585 1.216 0.138
C -0.917 0.708 0.545
C -1.140 -0.336 -0.593
C -0.056 -1.427 -0.650
C 0.553 -1.853 0.574
C 1.575 -2.835 0.504
C 1.920 -3.325 -0.763
N 1.353 -2.984 -1.943
C 0.399 -2.054 -1.832
P -2.768 -1.248 -0.195
O -2.619 -1.813 1.372
O -3.945 -0.056 -0.038
C -1.429 0.415 -1.931
C -0.530 1.655 -2.235
C 0.769 1.262 -3.028
C -1.350 2.555 -3.217
N -0.252 2.508 -1.055
O -1.193 3.354 -0.813
H -0.903 3.030 1.660
H 0.627 3.720 0.945
H 0.704 2.381 2.155
H 1.765 0.490 -0.666
H 1.703 0.657 1.090
H 2.331 2.021 0.092
H -1.872 1.261 0.643
H -0.707 0.272 1.528
H 0.276 -1.468 1.554
H 2.065 -3.169 1.419
H 2.730 -4.062 -0.794
H -0.080 -1.748 -2.767
H -2.248 -1.118 1.945
H -4.310 0.120 -0.914
H -2.477 0.762 -1.898
H -1.377 -0.263 -2.795
H 0.768 0.194 -3.279
H 1.688 1.573 -2.520
H 0.766 1.782 -3.995
H -0.874 3.530 -3.327
H -2.385 2.657 -2.885
H -1.399 1.999 -4.165
O 4.561 -4.308 -3.255
H 3.734 -4.079 -2.812
H 5.184 -4.458 -2.530
O 6.563 -4.940 -1.116
H 7.076 -5.587 -1.619
H 7.172 -4.644 -0.434
O -1.666 5.434 -4.204
H -2.328 5.862 -4.758
H -1.842 5.774 -3.312
O -1.283 6.081 -1.247
H -1.379 5.257 -0.749
H -1.736 6.727 -0.698
O -4.000 2.511 -4.614
H -4.138 3.470 -4.652
H -4.714 2.155 -5.154
O -1.127 -4.569 1.400
H -1.306 -3.623 1.336
H -1.836 -4.986 0.896
O 9.072 -6.262 -1.299
H 9.574 -6.908 -1.807
H 9.684 -5.970 -0.616
O 1.515 0.400 3.430
H 0.687 0.606 3.880
H 2.127 0.218 4.154
O -4.290 3.876 -1.659
H -3.485 3.511 -1.264
H -4.273 3.542 -2.568
O 0.221 2.087 5.307
H -0.434 2.516 4.739
H 0.017 2.418 6.190
O 0.074 5.685 2.894
H -0.475 6.246 2.330
H 0.929 6.127 2.902
O 2.306 -6.339 -3.154
H 1.770 -5.749 -3.694
H 3.179 -5.924 -3.171
O -4.176 4.786 -6.238
H -3.806 4.511 -7.083
H -4.874 5.405 -6.476
O 4.227 0.614 5.403
H 4.782 1.372 5.179
H 4.749 -0.147 5.130
O -2.224 -6.774 3.621
H -1.705 -6.011 3.341
H -1.691 -7.532 3.358
O -0.772 -6.218 -2.442
H 0.151 -6.399 -2.658
H -0.975 -5.411 -2.926
O -0.168 8.398 0.518
H 0.170 8.143 -0.352
H -0.883 9.013 0.324
O 6.950 -2.169 -0.480
H 6.397 -2.479 0.247
H 6.497 -2.491 -1.267
O 6.688 2.957 5.656
H 5.861 3.199 6.090
H 7.290 2.751 6.377
O 4.912 3.164 3.292
H 5.101 3.318 2.361
H 5.773 3.230 3.722
O -2.728 6.102 1.232
H -2.812 5.273 1.716
H -3.179 6.748 1.786
O -0.575 4.097 7.922
H -1.408 4.289 8.365
H 0.039 3.915 8.642
O 2.204 1.670 -6.122
H 3.142 1.535 -6.292
H 1.988 2.474 -6.607
O 6.306 1.083 1.563
H 5.730 0.765 2.267
H 5.856 0.826 0.752
O -4.495 6.579 -3.026
H -4.594 5.768 -2.503
H -4.951 7.251 -2.510
O -4.925 -2.268 3.022
H -5.674 -1.815 2.617
H -4.156 -1.943 2.532
O 6.199 -0.062 -3.127
H 6.138 -0.476 -3.993
H 6.406 -0.788 -2.530
O 1.300 -8.459 -0.750
H 0.562 -7.977 -1.136
H 2.070 -8.131 -1.228
O -8.200 -2.999 2.686
H -7.404 -3.406 3.049
H -8.184 -3.242 1.755
O -2.715 -8.714 -2.647
H -2.137 -7.984 -2.905
H -2.236 -9.504 -2.920
O 4.171 -3.836 2.763
H 4.138 -4.624 3.315
H 3.667 -3.185 3.266
O -6.168 2.381 0.123
H -5.599 3.078 -0.230
H -5.670 1.578 -0.060
O -5.001 -9.838 -1.145
H -5.745 -9.358 -1.527
H -4.233 -9.502 -1.626
O 1.239 -5.597 2.982
H 0.942 -6.138 3.722
H 0.427 -5.244 2.593
O 2.375 9.964 0.367
H 2.370 10.918 0.486
H 1.450 9.700 0.471
O 1.835 -3.072 4.693
H 1.653 -2.311 4.128
H 1.435 -3.822 4.224
O -7.742 -8.421 -0.545
H -8.544 -8.179 -0.072
H -7.101 -8.609 0.151
O -2.513 2.599 4.319
H -2.878 2.033 5.008
H -3.285 3.008 3.915
O -3.356 7.887 -5.460
H -3.712 7.331 -4.750
H -4.131 8.302 -5.848

Entry 2:
37
Properties=species:S:1:pos:R:3 method="wB97M-V/def2-TZVPD" largest_force_ha_per_bohr=0.1467 total_charge=-1 orbital_gap_ha="0.1268 / 0.1269" e_tot_ha=-4147.40820
Be 0.046 0.612 0.464
C 0.440 -0.868 3.875
C 0.581 -0.007 2.697
N -0.349 0.603 2.018
N -1.485 1.041 2.585
C -2.506 0.275 2.634
N -3.667 0.970 2.871
S -2.335 -1.429 2.396
C 1.941 0.221 2.199
C 3.227 0.145 2.732
C 4.186 -0.074 1.743
C 3.853 -0.327 0.419
C 2.596 0.166 -0.064
N 1.754 0.478 0.879
H 1.515 -0.908 4.201
H -0.002 -1.826 3.637
H -0.071 -0.312 4.686
H -1.539 2.026 2.479
H -3.483 1.843 3.360
H -4.592 0.595 3.120
H 3.339 0.209 3.805
H 5.200 -0.216 2.098
H 4.543 -0.747 -0.328
H 2.273 0.301 -1.104
O -0.840 0.668 -0.736
F -0.942 0.669 -6.896
C -1.025 -0.016 -5.777
C -0.020 0.298 -4.846
F 1.011 1.034 -5.242
C -0.137 -0.107 -3.532
F 1.015 -0.163 -2.808
C -1.372 -0.580 -3.068
Se -2.204 -0.239 -1.385
C -2.301 -0.979 -4.030
F -3.473 -1.398 -3.482
C -2.081 -0.842 -5.376
F -3.095 -1.118 -6.227

Entry 3:
32
Properties=species:S:1:pos:R:3 method="wB97M-V/def2-TZVPD" largest_force_ha_per_bohr=0.0351 total_charge=-1 orbital_gap_ha=0.1749 e_tot_ha=-3599.09029
Br 6.608 0.504 -2.478
C 4.736 0.279 -2.478
C 4.187 -0.983 -2.477
C 2.815 -1.140 -2.474
C 1.968 -0.031 -2.472
C 0.521 -0.207 -2.463
C -0.364 0.788 -2.480
N -1.789 0.549 -2.459
O -2.545 1.485 -2.758
O -2.201 -0.573 -2.138
C 2.550 1.237 -2.473
C 3.921 1.388 -2.476
H 4.844 -1.838 -2.476
H 2.389 -2.128 -2.472
H 0.141 -1.214 -2.446
H -0.054 1.811 -2.510
H 1.923 2.110 -2.468
H 4.370 2.369 -2.475
O 0.301 0.390 1.749
C -0.766 0.112 2.308
C -1.003 0.457 3.677
C -2.185 0.149 4.278
C -3.185 -0.510 3.572
N -4.438 -0.828 4.225
O -5.310 -1.422 3.582
O -4.595 -0.495 5.405
C -2.986 -0.864 2.241
C -1.815 -0.569 1.612
H -0.220 0.965 4.213
H -2.375 0.407 5.309
H -3.787 -1.371 1.724
H -1.657 -0.824 0.577